{"formula": "C38H77BBrFNO10", "method": "ωB97M-V/def2-TZVPD", "species": ["Br", "F", "O", "O", "O", "O", "O", "O", "O", "O", "O", "O", "N", "C", "C", "C", "C", "C", "C", "C", "C", "C", "C", "C", "C", "C", "C", "C", "C", "C", "C", "C", "C", "C", "C", "C", "C", "C", "C", "C", "C", "C", "C", "C", "C", "C", "C", "C", "C", "C", "C", "B", "H", "H", "H", "H", "H", "H", "H", "H", "H", "H", "H", "H", "H", "H", "H", "H", "H", "H", "H", "H", "H", "H", "H", "H", "H", "H", "H", "H", "H", "H", "H", "H", "H", "H", "H", "H", "H", "H", "H", "H", "H", "H", "H", "H", "H", "H", "H", "H", "H", "H", "H", "H", "H", "H", "H", "H", "H", "H", "H", "H", "H", "H", "H", "H", "H", "H", "H", "H", "H", "H", "H", "H", "H", "H", "H", "H", "H"], "xyz": [[-0.814409, -1.533547, -5.571330], [3.895948, -2.112161, -6.554456], [-0.630211, -4.117901, 0.858670], [-4.069014, -6.496222, -1.771486], [5.464045, 2.734557, 9.547567], [-4.304663, -4.405771, -1.164899], [-4.896202, 4.406242, 1.562218], [1.701000, -0.501622, -5.724228], [3.716676, 2.113678, 8.379304], [2.773746, -0.918003, -3.677024], [-2.150020, -2.931971, 1.888595], [-4.004085, 3.666460, 3.419200], [1.585328, -2.954244, -4.105980], [4.206147, -0.841562, -5.959267], [-0.094974, -5.361713, 0.378805], [-5.845607, -5.349179, -2.849628], [-2.446284, 0.218092, 0.340999], [5.909606, -0.140480, -7.769057], [2.572247, 3.966145, 2.470742], [-1.765272, -4.026731, 1.565811], [-2.161378, 1.292145, 1.418893], [4.907997, 2.735419, 8.483134], [3.371530, 1.122767, 6.164603], [-4.667852, -5.463528, -1.911148], [3.626464, 5.550114, 0.701432], [-0.682591, 0.056122, 3.209952], [3.483109, -3.831332, -2.715032], [-2.026023, 0.721517, 2.837261], [0.323184, 0.703569, -4.195583], [5.536647, 3.368329, 7.262724], [1.829226, 2.740876, 1.928474], [-6.176603, -2.972176, -0.518147], [-5.559816, 5.414945, 0.795490], [-4.584012, 6.389799, 0.171266], [-4.623547, 5.956537, 3.476445], [0.951652, -1.502619, -2.247586], [0.773819, -0.663774, -4.725961], [-0.468428, -2.074744, -2.074557], [3.818457, 4.340581, 1.639390], [-2.603936, -5.248824, 1.851471], [-4.885866, -3.099986, -1.297151], [2.926795, 2.149029, 7.181745], [-1.211036, -0.270266, -0.418590], [4.525294, 0.087247, -7.130705], [-4.498050, 4.591620, 2.839315], [0.840170, 2.106961, 2.915552], [2.897152, -3.592981, -4.107787], [1.531440, -1.552568, -3.666877], [0.574422, 0.638308, 2.563647], [-0.777340, -5.803750, -0.897638], [-1.534188, -1.037299, -1.709455], [3.001258, -0.258558, -5.022405], [6.325410, -1.097747, -7.437383], [-4.129418, -2.432231, -0.887338], [-4.859996, 5.811144, 4.527416], [2.976904, -4.650484, -2.189545], [1.316747, 2.990941, 0.991288], [-2.789875, -0.064592, 2.904784], [3.251500, 0.932891, -4.811989], [-6.554100, -1.951870, -0.591171], [6.615931, 0.649693, -7.493581], [-3.380594, -5.262749, 1.085124], [2.575500, 1.976602, 1.667096], [-3.865992, 5.853378, -0.448508], [4.664346, 4.537070, 2.305295], [4.391071, 1.302653, 5.821948], [4.509080, 6.196009, 0.690245], [2.713526, 1.148386, 5.295554], [-5.630102, -5.951399, -3.728532], [-3.004675, 1.991566, 1.446629], [-1.288107, 1.884081, 1.116664], [-2.927917, -0.641835, 0.823316], [-0.311867, -6.716015, -1.273790], [0.559954, 0.521452, 1.476471], [-5.371179, 6.604771, 3.029210], [-1.839304, -5.998873, -0.752427], [-3.163483, 0.616052, -0.391342], [5.858055, -0.162829, -8.862633], [-0.092755, 2.680881, 2.945769], [-0.763254, -2.611991, -2.981686], [1.439401, 0.055798, 2.911632], [-0.679139, -5.025998, -1.655823], [-5.005403, -2.842413, -2.349952], [-5.117698, 7.106202, -0.454516], [2.912792, 3.157468, 6.766241], [0.450843, 1.416013, -5.013626], [4.540409, -4.105902, -2.814873], [-2.517775, -1.522508, -1.621712], [-1.611961, -0.324850, -2.541412], [-6.083473, 4.858574, 0.019526], [-4.027923, 6.944286, 0.927780], [-3.078611, -5.107663, 2.819594], [1.915423, 1.931335, 7.520827], [-0.605161, -0.916714, 0.227133], [-3.651791, 6.446166, 3.410597], [-0.614839, 0.617196, -0.671255], [3.456547, 5.233401, -0.331580], [2.766974, 6.158651, 0.999695], [6.271157, 2.669063, 6.862806], [0.961557, 1.009630, -3.363415], [5.125726, -1.018243, -5.377563], [3.446876, -2.926628, -2.108699], [-6.001361, -3.201037, 0.533231], [6.061525, 4.263396, 7.586612], [4.841641, 3.629800, 6.470823], [4.401648, 1.123728, -6.805692], [1.311053, 2.159284, 3.907570], [-0.450802, -2.825254, -1.275093], [4.105123, 3.478060, 1.027898], [0.956392, -5.144104, 0.196900], [-0.745601, -1.015634, 2.992515], [3.336408, 0.120303, 6.591327], [2.757210, -4.566336, -4.595669], [-2.087135, -6.204058, 1.842834], [-6.080872, -4.336028, -3.161016], [1.634425, -2.083437, -1.625073], [-6.318487, 5.918731, 1.396551], [-0.539575, 0.132807, 4.298683], [3.745094, -0.102608, -7.877546], [2.857370, 3.770567, 3.512337], [-2.318149, 1.466743, 3.584116], [1.889421, 4.825262, 2.463645], [1.167290, -3.045795, -5.022132], [-6.945794, -3.650335, -0.890817], [-6.715918, -5.773569, -2.348589], [1.022941, -0.471529, -1.886858], [-0.140299, -6.122110, 1.160294], [3.634779, -3.047790, -4.709356], [-0.719619, 0.725576, -3.872514]], "forces_ev_per_angstrom": [[-0.3, -0.1, -0.1], [0.2, 0.1, 0.0], [0.1, 0.0, 0.3], [0.0, 0.0, 0.0], [0.0, 0.0, 0.0], [0.1, -0.1, 0.1], [-0.1, 0.0, 0.0], [-0.2, 0.1, 0.1], [0.0, 0.1, 0.0], [0.1, -0.1, -0.1], [0.0, 0.1, 0.2], [0.0, 0.0, 0.1], [-0.1, -0.1, 0.1], [0.0, 0.4, -0.1], [0.0, -0.1, -0.1], [0.1, 0.1, -0.1], [0.1, 0.1, 0.0], [-0.1, 0.0, 0.0], [-0.1, 0.0, -0.3], [-0.2, 0.0, -0.4], [-0.3, -0.1, -0.1], [0.0, -0.1, 0.0], [0.1, -0.1, 0.0], [-0.1, 0.1, 0.0], [0.0, -0.1, -0.1], [0.1, 0.0, 0.1], [0.1, -0.1, -0.1], [0.0, -0.3, 0.0], [-0.3, 0.0, 0.0], [-0.1, 0.1, 0.0], [0.1, -0.2, 0.1], [0.0, -0.1, 0.0], [0.0, 0.0, -0.1], [0.1, 0.0, 0.0], [-0.1, 0.0, 0.0], [0.1, 0.1, 0.1], [0.6, 0.4, -0.1], [-0.1, -0.2, 0.1], [0.0, 0.1, -0.1], [0.0, -0.1, 0.1], [0.0, 0.1, 0.0], [0.0, 0.0, -0.1], [-0.1, 0.1, 0.0], [-0.1, -0.3, -0.1], [0.1, 0.0, -0.1], [0.3, 0.1, -0.2], [0.3, -0.1, 0.0], [-0.3, 0.0, 0.0], [0.0, 0.1, 0.2], [0.0, 0.1, 0.0], [0.1, 0.1, -0.2], [0.1, -0.4, 0.1], [0.0, 0.1, -0.1], [-0.1, -0.1, 0.0], [0.1, 0.0, 0.0], [-0.1, 0.2, 0.0], [0.1, 0.0, 0.1], [0.0, 0.1, 0.2], [-0.1, 0.0, 0.0], [0.0, 0.0, 0.0], [0.0, -0.1, 0.0], [0.0, -0.1, 0.0], [-0.1, 0.1, 0.0], [0.0, 0.0, 0.0], [-0.1, 0.0, 0.0], [0.0, 0.0, 0.0], [-0.1, -0.1, 0.0], [0.0, 0.0, 0.0], [0.0, 0.0, 0.0], [0.1, -0.1, 0.0], [-0.1, -0.1, 0.1], [0.0, 0.1, -0.1], [0.0, 0.0, 0.0], [-0.1, 0.0, 0.1], [0.0, 0.0, 0.0], [0.0, 0.0, 0.0], [0.1, 0.0, 0.1], [0.0, 0.0, 0.1], [0.1, 0.0, 0.1], [0.1, 0.1, 0.1], [-0.1, 0.0, -0.1], [0.0, -0.1, 0.0], [0.0, 0.0, 0.0], [0.0, 0.0, 0.0], [0.0, 0.0, 0.0], [0.0, -0.1, 0.1], [-0.1, 0.0, 0.0], [0.3, 0.0, 0.0], [-0.2, -0.1, 0.2], [0.0, 0.0, 0.0], [0.0, 0.0, 0.0], [0.0, 0.1, 0.0], [0.0, 0.0, 0.0], [0.0, 0.1, 0.0], [0.0, 0.0, 0.0], [0.1, -0.2, 0.1], [-0.1, 0.0, 0.1], [0.1, 0.0, 0.0], [0.0, 0.0, 0.0], [0.0, 0.0, -0.2], [-0.1, 0.0, 0.0], [0.0, 0.0, -0.1], [0.0, 0.0, 0.0], [0.0, 0.0, 0.0], [0.0, 0.0, 0.0], [0.1, -0.1, 0.0], [-0.3, 0.0, 0.0], [0.0, 0.2, -0.1], [0.1, 0.1, 0.2], [0.0, 0.0, 0.0], [0.1, 0.1, -0.1], [0.0, 0.0, 0.0], [0.0, 0.1, 0.0], [0.1, 0.0, -0.1], [0.0, 0.0, 0.0], [0.0, 0.1, -0.1], [0.0, 0.0, 0.0], [-0.2, -0.1, -0.1], [0.0, 0.1, 0.1], [0.0, 0.0, -0.1], [0.2, 0.1, -0.2], [0.1, -0.1, 0.3], [0.1, 0.0, -0.1], [0.0, 0.0, 0.0], [0.0, 0.0, 0.0], [-0.1, -0.1, 0.0], [0.0, 0.0, 0.0], [-0.3, -0.1, 0.2], [0.2, 0.0, 0.0]], "lumo_ev": 1.8, "charge": -1, "total_energy_ha": -5000.136273}